No. 1
The following is a quantum chemistry calculation of a molecular structure, C21H25NO6S at a distorted geometry, from the Open Molecules 2025 dataset.

Output
Highest occupied orbital energy in eV: -7.8
ΔE to the lowest compared entry with this formula, charge and spin in kcal/mol: 461.6
Calculated total energy in eV: -46773.292
Gap between HOMO and LUMO in hartree: 0.290
Charge: 0

Cartesian coordinates (Å):
C (-1.739, -1.854, 3.318)
C (-0.283, -1.659, 2.627)
C (0.335, -0.313, 2.644)
C (1.447, -0.229, 2.022)
C (2.043, -1.400, 1.199)
C (1.366, -2.566, 1.387)
C (0.130, -2.816, 2.149)
H (-0.246, -3.654, 1.846)
H (1.848, -3.263, 0.709)
C (3.286, -1.022, 0.551)
H (3.875, -1.619, 0.570)
H (3.659, 0.034, 0.737)
S (2.805, -0.948, -1.329)
O (1.424, -1.025, -1.385)
O (3.744, -1.474, -2.149)
C (2.917, 1.010, -1.471)
C (2.236, 1.680, -0.598)
C (2.517, 2.696, 0.395)
C (1.464, 3.221, 0.907)
C (0.324, 2.455, 0.479)
O (0.824, 1.639, -0.717)
C (-1.180, 2.377, 0.934)
O (-1.362, 2.548, 2.010)
N (-2.047, 2.048, 0.011)
C (-1.767, 2.055, -1.824)
H (-0.770, 2.428, -1.882)
C (-1.686, 0.224, -1.982)
H (-0.672, 0.166, -1.785)
H (-1.967, 0.263, -2.937)
C (-2.723, -0.449, -1.131)
C (-3.855, 0.613, -0.720)
C (-3.331, 1.542, 0.145)
H (-3.154, 1.209, 1.303)
H (-4.002, 2.299, 0.294)
H (-4.624, -0.179, -0.133)
H (-4.325, 1.149, -1.493)
O (-2.160, -1.118, -0.304)
C (-1.666, -2.299, -0.412)
H (-0.614, -2.167, -0.875)
C (-2.599, -2.401, -1.877)
H (-3.037, -3.494, -1.778)
O (-3.468, -1.326, -1.801)
H (-1.929, -2.619, -2.820)
H (-1.868, -3.253, 0.081)
H (-2.711, 2.437, -2.156)
H (1.401, 3.733, 1.774)
H (3.623, 3.004, 0.563)
H (4.182, 1.110, -1.509)
H (2.654, 1.214, -2.724)
H (1.730, 0.840, 2.158)
H (-0.284, 0.469, 3.123)
H (-1.941, -1.112, 3.995)
H (-1.721, -2.810, 3.501)
H (-2.474, -1.760, 2.562)

Atoms 1-3, force components in eV/Å:
C 2.913 3.873 -4.049
C -5.178 1.755 3.351
C -5.424 -4.148 1.926

=====

No. 2
The following is a quantum chemistry calculation of a molecular structure, C21H26AgBr2F5I3N2O8S2 at a distorted geometry, from the Open Molecules 2025 dataset.

Output
Highest occupied orbital energy (spin up / spin down) in eV: -14.1 / -14.1
Calculated total energy in eV: -245173.863
2S+1: 2
Gap between HOMO and LUMO (spin up / spin down) in hartree: 0.197 / 0.160
Charge: +2

Cartesian coordinates (Å):
C (3.563, -0.982, 1.956)
C (3.017, -1.608, 0.668)
C (1.491, -1.717, 0.462)
C (0.897, -2.328, 1.753)
C (0.743, -0.567, -0.308)
O (1.281, -0.536, -1.656)
N (2.136, -1.653, -2.142)
O (2.300, -1.500, -3.263)
C (-0.875, -0.863, -0.624)
C (-1.019, -2.372, -1.019)
C (-0.365, -3.107, -2.181)
O (0.434, -3.907, -1.927)
I (-0.915, -2.964, -4.223)
C (-1.289, -0.036, -1.888)
S (-2.788, -0.058, -2.942)
O (-3.693, 0.921, -2.423)
O (-2.246, 0.127, -4.256)
C (-1.874, -0.650, 0.628)
C (-2.446, -1.922, 1.320)
C (-2.553, -1.859, 2.839)
N (-3.667, -1.699, 3.398)
C (-3.097, 0.366, 0.515)
F (-3.291, 0.844, 1.773)
F (-2.774, 1.471, -0.194)
C (-4.538, -0.150, 0.104)
F (-4.440, -1.143, -0.797)
F (-5.179, -0.597, 1.146)
F (-5.204, 0.855, -0.411)
O (-1.082, -0.068, 1.699)
S (-0.005, 1.073, 1.732)
O (-0.648, 2.341, 1.772)
O (0.837, 0.641, 2.792)
C (1.045, 0.999, 0.135)
C (2.488, 1.476, 0.568)
Br (2.620, 2.738, 1.986)
C (3.715, 1.307, -0.022)
C (5.000, 1.857, 0.533)
Br (4.060, 0.437, -1.677)
C (0.612, 2.042, -0.967)
I (2.146, 3.467, -1.624)
C (-0.541, 3.066, -0.724)
C (-0.366, 4.320, 0.117)
I (-0.698, 3.831, -2.927)
H (2.993, -0.144, 2.344)
H (3.626, -1.719, 2.756)
H (4.589, -0.641, 1.794)
H (3.556, -1.322, -0.230)
H (3.297, -2.664, 0.753)
H (1.413, -2.554, -0.233)
H (0.218, -3.152, 1.549)
H (1.718, -2.844, 2.256)
H (0.509, -1.635, 2.483)
H (-2.089, -2.599, -1.065)
H (-0.655, -2.981, -0.204)
H (-0.554, -0.188, -2.670)
H (-1.325, 1.024, -1.682)
H (-3.322, -1.293, -2.834)
H (-1.817, -2.783, 1.165)
H (-3.430, -2.198, 0.959)
H (-1.631, -2.041, 3.394)
H (-3.577, -1.743, 4.413)
H (5.121, 1.533, 1.570)
H (5.844, 1.473, -0.031)
H (5.027, 2.948, 0.495)
H (0.444, 1.546, -1.912)
H (-1.541, 2.664, -0.679)
H (0.443, 4.216, 0.834)
H (-1.271, 4.414, 0.720)
H (-0.296, 5.240, -0.454)
Ag (-0.083, 5.547, -5.195)

Atoms 1-3, force components in eV/Å:
C 0.228 0.105 -0.012
C 0.156 -0.828 0.189
C -0.325 -0.346 0.548

=====

No. 3
The following is a quantum chemistry calculation of a molecular structure, C21H26AgN4S2, from the Open Molecules 2025 dataset.

Output
Highest occupied orbital energy in eV: -3.7
Calculated total energy in eV: -53832.090
Gap between HOMO and LUMO in hartree: 0.244
Charge: -1

Cartesian coordinates (Å):
Ag (0.727, -1.499, 0.113)
C (0.428, -1.773, 3.436)
N (0.599, -0.588, 2.607)
C (-0.593, 0.244, 2.578)
C (-0.542, 1.243, 1.428)
N (-0.839, 0.633, 0.134)
C (-0.354, 1.482, -0.956)
C (-2.235, 0.305, -0.038)
C (-3.184, 1.324, -0.049)
C (-4.530, 1.075, -0.249)
C (-4.946, -0.237, -0.440)
C (-4.020, -1.261, -0.425)
C (-2.642, -1.031, -0.236)
S (-1.597, -2.429, -0.259)
C (1.819, 0.099, 2.941)
C (1.877, 0.931, 4.053)
C (3.040, 1.584, 4.426)
C (4.189, 1.383, 3.669)
C (4.153, 0.546, 2.572)
C (2.980, -0.124, 2.168)
S (3.080, -1.154, 0.773)
H (0.228, -1.526, 4.491)
H (1.340, -2.370, 3.385)
H (-0.401, -2.372, 3.052)
H (-0.750, 0.795, 3.519)
H (-1.455, -0.415, 2.441)
H (0.471, 1.650, 1.379)
H (-1.229, 2.078, 1.643)
H (-0.694, 2.526, -0.865)
H (-0.708, 1.088, -1.909)
H (0.738, 1.470, -0.963)
H (-2.859, 2.348, 0.103)
H (-5.241, 1.892, -0.260)
H (-5.994, -0.462, -0.599)
H (-4.333, -2.287, -0.565)
H (0.983, 1.076, 4.652)
H (3.053, 2.229, 5.297)
H (5.111, 1.887, 3.935)
H (5.046, 0.378, 1.984)
C (-1.521, -1.108, -5.185)
C (-0.314, -0.967, -4.320)
C (0.920, -0.397, -4.564)
C (1.643, -0.535, -3.358)
N (0.904, -1.164, -2.459)
N (-0.266, -1.418, -3.054)
C (3.025, -0.071, -3.035)
H (-1.261, -0.939, -6.229)
H (-2.289, -0.383, -4.905)
H (-1.949, -2.107, -5.089)
H (1.256, 0.065, -5.479)
H (-0.983, -1.856, -2.465)
H (3.555, 0.214, -3.944)
H (3.573, -0.859, -2.520)
H (2.992, 0.787, -2.362)

Atoms 1-3, force components in eV/Å:
Ag -0.053 -0.155 0.018
C -0.028 -0.069 -0.101
N -0.051 0.065 0.347